[1]
ORCA calculation (ωB97M-V with the def2-TZVPD basis set) on a molecular structure, C43H65Br6HfN6O7.

Properties
- LUMO: -3.7 eV
- Frontier orbital gap: 5.44 eV
- Max |F|: 5.57 eV Å⁻¹
- Energy: -18024.20859 a.u.

```
! RIJCOSX wB97M-V def2-TZVPD def2/J DEFGRID3
* xyz 1 1
Hf -0.92 0.81 1.29
Br 0.33 -0.87 -8.40
Br 4.32 -4.22 -6.66
Br -1.11 -0.14 -5.51
Br 3.15 -4.55 -3.64
Br 1.10 -2.44 -5.78
Br 3.98 -7.17 -5.40
O -0.02 -0.19 -0.54
O -2.50 -2.37 0.87
O -1.39 -2.84 3.74
O -3.54 -4.05 1.73
O -0.58 -1.30 2.49
O 1.25 0.82 2.26
O -3.12 0.73 0.56
N 2.52 0.82 2.83
N -3.00 -3.48 0.83
N 0.87 3.02 0.09
N -3.88 1.66 -0.15
N -0.52 -2.39 3.06
N 4.07 2.98 -2.42
C -0.25 2.83 -0.69
C -5.02 2.20 0.59
C -0.99 3.68 1.23
C 1.28 0.18 4.95
C 0.71 -3.14 2.91
C 2.67 2.32 4.87
C 3.01 -4.68 2.41
C -3.22 -5.53 -0.61
C 2.95 2.85 -3.21
C -2.56 -3.48 -1.63
C -2.64 -5.44 -2.91
C 3.69 1.23 2.06
C 4.90 0.40 2.57
C 2.10 3.88 -2.86
C 0.80 -2.30 -1.47
C 2.67 4.64 -1.84
C 0.23 -0.90 -1.70
C 1.16 -0.10 -2.62
C 0.54 -0.72 -6.47
C 3.93 2.78 2.15
C 4.30 -5.28 -5.01
C 1.71 -2.69 2.05
C 0.92 -4.35 3.55
C -4.52 2.71 -2.26
C -2.76 0.97 -2.32
C -5.76 3.32 -1.62
C 5.04 0.50 4.11
C 3.90 4.06 -1.58
C 3.72 0.08 4.76
C -2.29 -4.09 -2.86
C -1.37 3.35 -0.08
C 0.40 3.37 1.33
C 3.56 0.78 0.59
C 2.84 -3.44 1.83
C -4.57 2.72 1.97
C -5.11 0.38 -1.99
C -4.01 1.38 -1.57
C -5.49 3.47 -0.12
C -3.07 -6.18 -1.81
C -2.91 -4.16 -0.47
C 2.49 0.89 4.32
C 2.05 -5.11 3.32
C -6.23 1.20 0.76
H -2.45 -6.04 -3.79
H -6.63 2.71 -1.88
H 3.11 3.42 2.42
H -1.54 4.20 1.99
H -6.14 0.66 -1.80
H -1.93 -3.59 -3.74
H 2.85 2.13 -4.00
H -3.32 -7.23 -1.88
H 3.64 -1.00 4.64
H -0.14 2.63 -1.74
H 1.09 3.41 2.16
H 2.36 5.55 -1.37
H -3.56 3.13 1.92
H 1.20 4.17 -3.38
H 1.32 0.24 6.04
H 4.72 2.88 2.90
H -3.77 3.50 -2.12
H 1.46 -0.62 -3.52
H 3.93 -5.22 2.28
H 1.50 -1.84 1.40
H 3.66 -3.00 1.27
H 2.88 1.47 0.07
H -2.31 0.10 -1.84
H 0.21 -4.80 4.23
H -5.20 3.50 2.40
H -0.69 -1.12 -2.25
H -2.27 3.59 -0.62
H 4.46 0.94 0.00
H -6.40 3.86 0.35
H 1.35 -0.05 -6.22
H 1.10 -2.88 -2.33
H 4.89 2.40 -2.46
H 4.39 3.10 1.21
H 2.04 2.99 4.28
H -4.63 2.52 -3.32
H 2.01 0.26 -2.03
H 1.34 -0.88 4.71
H -3.50 -6.06 0.30
H -6.02 4.26 -2.10
H -5.09 0.08 -3.04
H 3.70 2.64 4.92
H 4.68 4.32 -0.88
H 0.73 0.85 -2.96
H 2.04 -6.13 3.68
H 3.10 -0.19 0.40
H 1.83 2.81 -0.15
H 0.07 -2.84 -0.85
H -6.93 1.26 -0.06
H 5.46 1.46 4.41
H 5.86 -0.21 4.30
H -4.69 4.21 -0.04
H 4.73 -0.65 2.34
H -2.33 -2.43 -1.50
H -4.64 1.95 2.74
H -3.06 0.72 -3.34
H 3.92 0.28 5.82
H 2.33 2.41 5.90
H -6.81 1.51 1.64
H 1.65 -2.21 -0.79
H 5.85 0.65 2.10
H -5.88 0.20 1.02
H -2.02 1.76 -2.40
H 0.30 0.60 4.72
H 5.31 -5.24 -4.61
H -4.93 -0.51 -1.38
*
```

[2]
ORCA calculation (ωB97M-V with the def2-TZVPD basis set) on a molecular structure, C43H66BiN7O3SSe.

Properties
- LUMO: -0.1 eV
- Frontier orbital gap: 7.24 eV
- Max |F|: 0.99 eV Å⁻¹
- Energy: -5301.41455 a.u.

```
! RIJCOSX wB97M-V def2-TZVPD def2/J DEFGRID3
* xyz 0 1
Bi 0.28 -0.12 0.07
Se -2.63 1.19 3.69
S 0.02 2.76 -0.58
O 0.83 -1.38 1.84
O 2.25 0.52 -0.19
O 0.66 1.31 2.18
N 1.22 -2.13 -0.89
N -1.45 4.39 0.84
N -2.09 -0.92 1.71
N -2.90 1.49 -0.63
N -2.65 2.69 -0.05
N -3.75 -0.91 -1.88
N 0.23 0.07 -2.72
C 0.00 -4.51 3.50
C 3.85 2.68 1.16
C 0.78 -3.17 5.86
C -2.31 -0.09 2.49
C 8.19 -1.45 0.80
C 2.32 -1.94 4.37
C -0.84 -6.78 2.64
C 0.41 -3.19 3.34
C 7.45 -1.82 -0.50
C 8.20 -1.24 -1.70
C 0.85 -2.37 4.55
C -5.08 -2.87 -1.55
C 4.53 2.27 -0.16
C -4.12 1.13 -0.59
C 0.12 -7.72 1.91
C 0.43 -2.64 2.03
C 0.14 -3.07 -0.51
C -0.89 -7.19 4.11
C -1.03 0.66 -3.19
C -1.43 3.25 0.11
C 3.62 -1.47 -0.39
C -0.31 -4.80 1.18
C 4.62 0.74 -0.26
C 5.91 2.93 -0.18
C -5.25 2.00 -0.10
C 3.46 -0.08 -0.27
C -4.06 -2.17 -2.17
C 2.51 -2.49 -0.28
C 1.35 0.82 -3.28
C 5.85 0.13 -0.35
C 4.90 -2.02 -0.47
C -0.07 -1.15 4.72
C 6.04 -1.24 -0.44
C 7.45 -3.35 -0.63
C -2.26 -6.94 2.06
C -0.39 -5.34 2.45
C 0.28 -1.34 -3.08
C 0.10 -3.49 0.95
C -4.46 -0.27 -0.95
C -5.50 -0.91 -0.27
C 1.39 -2.08 -2.35
C 3.74 2.84 -1.34
C -5.81 -2.22 -0.57
H 8.30 -0.37 0.90
H 7.69 -1.48 -2.63
H -5.29 -3.90 -1.83
H -2.63 -7.95 2.23
H -5.13 3.02 -0.47
H -1.56 -6.55 4.68
H 6.74 0.75 -0.33
H 6.45 2.71 -1.11
H 1.46 -3.10 -2.75
H -6.20 1.63 -0.45
H -6.60 -2.73 -0.04
H 1.15 0.60 2.62
H 2.34 -1.59 -2.55
H -0.19 1.39 2.67
H 1.10 -2.52 6.68
H 1.40 0.71 -4.37
H 6.53 2.62 0.67
H -6.04 -0.40 0.52
H 2.85 -3.43 -0.72
H 0.25 -3.99 -1.10
H -1.11 0.56 -4.28
H 1.44 -4.04 5.85
H -1.87 0.17 -2.72
H -2.20 4.54 1.50
H -0.24 -3.49 6.07
H 2.64 -1.31 5.21
H 0.31 -0.49 5.50
H 3.76 3.94 -1.32
H 9.21 -1.65 -1.75
H 2.70 2.53 -1.29
H -2.26 -6.76 0.98
H -1.07 -1.48 5.00
H -0.83 -2.62 -0.77
H 6.93 -3.66 -1.54
H 4.97 -3.10 -0.55
H -0.15 -0.61 3.79
H -0.69 -1.78 -2.84
H 0.14 -7.52 0.84
H 0.11 -7.14 4.57
H 2.83 2.31 1.21
H -0.56 -5.41 0.32
H 4.17 2.51 -2.29
H -1.04 1.71 -2.93
H 7.65 -1.82 1.67
H 0.44 -1.46 -4.17
H -2.94 -6.23 2.52
H -3.46 -2.63 -2.95
H 4.41 2.28 2.01
H 6.97 -3.82 0.23
H 2.45 -1.38 3.45
H 9.19 -1.89 0.79
H -3.38 3.10 0.52
H 5.79 4.01 -0.13
H 1.22 1.88 -3.04
H 8.48 -3.71 -0.68
H 2.97 -2.81 4.33
H -1.24 -8.22 4.19
H -0.02 -4.92 4.50
H 2.34 -2.67 0.78
H -5.26 2.03 0.99
H 1.14 -7.60 2.30
H -0.18 -8.76 2.05
H 8.28 -0.15 -1.64
H 3.83 3.77 1.25
H -0.55 4.76 1.08
H 2.30 0.51 -2.84
*
```

[3]
ORCA calculation (ωB97M-V with the def2-TZVPD basis set) on 6 unconnected molecules or ions with the total composition C43H66Br2F2O7Si.

Properties
- LUMO: -0.8 eV
- Frontier orbital gap: 8.38 eV
- Max |F|: 1.29 eV Å⁻¹
- Energy: -7842.07475 a.u.
- SMILES: C[C@H](Br)[C@H](Br)c1ccc2c(c1)C(=O)c1ccc(C(F)(F)CC[Si](C)(C)c3ccccc3)cc1C2=O.CC(C)O.CC(C)O.CC(C)O.CC(C)O.CC(C)O

```
! RIJCOSX wB97M-V def2-TZVPD def2/J DEFGRID3
* xyz 0 1
Br 5.97 -4.01 0.32
Br 1.96 -5.42 -1.42
Si -4.82 0.63 -2.29
F -2.24 4.88 -0.70
F -1.81 4.38 -2.79
O -1.82 -1.74 -7.93
O 2.33 -2.75 6.67
O 0.34 -2.76 2.02
O 2.48 1.59 -3.46
O -2.15 2.47 6.18
O 2.97 0.77 1.25
O 1.41 4.09 3.93
C 2.05 1.07 -2.48
C 2.89 -1.80 -0.20
C -1.38 4.60 7.00
C -3.36 3.03 -1.62
C -3.20 1.52 -1.81
C -0.71 2.83 0.26
C -4.73 -2.37 -5.19
C -4.39 -1.71 -6.36
C -0.86 3.05 -1.11
C -4.14 -0.34 -6.31
C -6.30 1.79 -2.30
C 0.31 -1.92 -9.08
C 2.97 -2.59 -2.49
C -0.45 0.25 -8.07
C 2.33 0.60 0.25
C 1.08 1.72 -1.56
C -2.66 4.42 4.86
C -2.05 3.85 -1.58
C -4.27 0.35 -5.11
C 4.99 -6.18 -1.20
C 1.22 1.49 -0.19
C 2.12 4.88 2.97
C 0.80 -2.71 3.38
C -4.84 -1.67 -3.99
C 1.14 -1.28 3.78
C 4.78 -4.68 -1.07
C 2.44 -0.30 -2.05
C 2.57 -0.54 -0.68
C 2.40 6.26 3.53
C -4.62 -0.30 -3.92
C 3.46 -4.89 6.52
C 0.04 2.51 -2.03
C -0.25 -3.31 4.31
C 2.80 -3.75 5.76
C 3.37 -4.23 -0.64
C -5.17 -0.66 -0.95
C 2.66 -1.32 -2.97
C 3.06 -2.83 -1.11
C 0.34 2.04 0.73
C 3.75 -3.13 4.75
C 3.40 4.17 2.56
C -0.89 -1.04 -8.76
C -2.47 3.86 6.25
H -1.74 4.33 4.27
H -3.40 3.92 6.81
H 4.65 -6.54 -2.17
H -6.36 2.44 -3.17
H 0.05 0.03 -7.12
H 1.01 -1.41 -9.74
H -6.27 2.37 -1.38
H 1.89 -0.86 3.11
H 1.97 4.00 4.70
H 3.11 -3.39 -3.20
H 4.10 -3.86 4.02
H -5.12 -2.25 -3.12
H -0.02 -2.84 -9.57
H -4.08 1.42 -5.07
H -1.32 0.88 -7.84
H -1.24 4.19 8.00
H -6.19 -1.01 -0.95
H 1.52 -1.24 4.80
H 1.70 -3.32 3.41
H -7.19 1.17 -2.23
H 6.04 -6.42 -1.10
H -0.42 4.50 6.47
H 3.09 -2.40 7.14
H -0.46 -2.22 1.97
H -3.45 3.88 4.33
H 3.27 -2.31 4.21
H -1.42 -0.80 -9.68
H 2.76 -5.32 7.24
H -4.47 -1.48 -1.07
H 4.06 4.04 3.43
H 2.56 -1.09 -4.02
H 0.09 -3.31 5.34
H 3.02 6.20 4.42
H -4.92 -3.44 -5.19
H 0.25 -0.65 3.71
H 1.47 6.76 3.81
H -1.32 2.39 5.69
H -4.32 -2.27 -7.28
H -1.18 -2.73 4.25
H -1.37 -1.96 -7.11
H 2.97 -1.98 0.86
H -3.92 3.24 -0.72
H 4.48 -6.72 -0.41
H 3.26 -4.28 0.43
H 3.19 3.18 2.17
H 4.32 -4.52 7.08
H 0.41 1.88 1.80
H -2.94 5.48 4.89
H 0.24 0.82 -8.70
H 5.02 -4.22 -2.02
H 3.95 4.74 1.81
H 1.92 -4.12 5.24
H 0.83 -2.21 -8.16
H 1.46 4.96 2.10
H -3.88 0.16 -7.22
H -0.10 2.69 -3.08
H -2.85 1.02 -0.91
H -0.48 -4.33 4.01
H 4.63 -2.71 5.25
H 3.80 -5.67 5.84
H -1.42 3.25 0.95
H -3.93 3.44 -2.45
H -4.92 -0.20 0.01
H 2.91 6.89 2.79
H -2.52 1.33 -2.64
H -1.61 5.66 7.10
*
```

[4]
ORCA calculation (ωB97M-V with the def2-TZVPD basis set) on a molecular structure, C43H66GeN5OP3Pt.

Properties
- LUMO (alpha / beta): -3.8 / -3.4 eV
- Frontier orbital gap (alpha / beta): 5.33 / 5.84 eV
- Max |F|: 2.57 eV Å⁻¹
- Energy: -5247.19983 a.u.

```
! RIJCOSX wB97M-V def2-TZVPD def2/J DEFGRID3
* xyz 1 2
Pt -1.14 -0.25 -0.53
Ge 1.18 0.23 0.19
P -0.20 -2.68 -0.49
P -1.46 -0.22 2.04
P -1.06 2.23 -1.49
O -4.28 0.15 -3.21
N -3.29 -2.18 -0.93
N 1.30 -0.21 2.17
N 1.56 2.19 -0.40
N 2.12 -1.24 -0.82
N 3.33 0.54 0.66
C -4.98 0.53 -0.92
C -3.96 -0.03 -1.87
C -0.76 2.01 -3.32
C 2.60 2.78 0.23
C 4.70 3.82 1.77
C -0.53 -4.92 1.18
C 5.38 -1.20 -2.54
C 4.05 0.05 -0.48
C -3.11 1.97 2.62
C -3.95 -1.43 2.37
C -0.84 2.04 3.73
C 3.52 1.93 0.88
C -2.76 -3.43 -1.44
C -0.86 -4.65 -2.51
C 5.11 -1.43 3.29
C 3.87 4.67 1.05
C -2.31 3.62 -1.32
C -1.29 -3.34 -1.87
C -2.90 -0.92 -1.45
C 6.00 -0.17 -1.85
C 4.04 -1.74 4.11
C 4.89 -0.71 2.13
C -2.69 -1.07 4.53
C 2.76 -1.36 3.78
C 4.53 2.45 1.67
C 0.51 3.05 -0.89
C 0.32 0.95 -3.46
C 5.32 0.47 -0.82
C 2.83 4.17 0.30
C -1.82 5.07 -1.38
C -0.40 3.25 -4.14
C 2.52 -0.62 2.61
C 3.38 -0.96 -1.22
C 3.62 -0.27 1.81
C -2.58 -1.34 3.03
C 1.32 -2.23 -1.50
C 1.77 -3.90 1.11
C -3.77 -0.79 -4.13
C 0.14 -0.71 2.83
C 4.09 -1.58 -2.26
C -3.45 3.39 -2.32
C 0.53 -4.26 0.31
C -1.63 1.59 2.51
H 0.99 -1.87 -2.48
H 2.53 -3.43 0.50
H -1.72 -1.07 5.02
H 6.11 -1.75 3.55
H -3.22 3.81 -3.29
H 2.20 4.85 -0.24
H 5.72 -0.49 1.47
H -3.82 -1.56 1.30
H -1.71 1.61 -3.71
H -1.21 3.98 -4.15
H -3.34 -3.77 -2.31
H -1.03 -5.50 -1.85
H 5.78 1.27 -0.27
H 1.28 1.31 -3.09
H -3.63 2.32 -2.44
H -1.25 -2.53 -2.61
H -4.50 1.15 -0.17
H -1.44 -4.81 -3.42
H -3.95 -0.39 -5.12
H -1.42 -5.15 0.61
H -4.50 -2.28 2.76
H -1.26 5.28 -2.29
H 0.23 1.91 3.58
H -3.22 3.05 2.62
H -3.67 1.56 1.78
H -1.15 1.51 4.63
H -0.14 -5.85 1.61
H 3.62 -2.36 -2.84
H 7.01 0.13 -2.09
H 1.94 -1.63 4.43
H 0.81 -4.94 -0.50
H 4.21 -2.29 5.03
H 0.89 3.64 -1.73
H -4.29 -2.25 -0.77
H 5.92 -1.71 -3.33
H -2.68 5.73 -1.35
H -3.29 -1.87 4.98
H -2.70 -0.96 -3.98
H -1.19 5.31 -0.53
H 1.92 -3.14 -1.66
H -1.03 3.10 3.89
H -1.22 2.10 1.63
H -4.37 3.85 -1.96
H 5.50 4.22 2.38
H -2.88 -4.18 -0.65
H 4.04 5.73 1.08
H -5.70 1.13 -1.48
H 0.13 -1.81 2.83
H -2.72 3.46 -0.32
H 5.18 1.78 2.21
H -5.53 -0.26 -0.40
H -2.10 -2.32 2.90
H 1.52 -3.21 1.92
H -3.54 1.60 3.55
H 0.19 3.73 -0.10
H 2.20 -4.80 1.55
H -3.19 -0.13 4.74
H -0.81 -4.26 2.00
H 0.50 3.74 -3.78
H -4.54 -0.53 2.54
H 0.44 0.64 -4.50
H -0.22 2.95 -5.17
H 0.19 -4.63 -2.80
H 0.11 -0.36 3.87
H -4.30 -1.75 -4.03
H 0.03 0.07 -2.86
*
```